Record 1
The following is a DFT calculation (wB97M-V/def2-TZVPD) of an isolated ion of composition C10H23NOP and charge +1 at a distorted geometry.

Structure (XYZ):
```
36
Properties=species:S:1:pos:R:3:forces:R:3:mulliken_charge:R:1
C -0.679 1.022 1.930 0.87 0.60 1.27 -0.93
C -0.286 0.054 3.059 1.07 -2.00 -0.21 -0.25
C -0.626 -1.974 0.432 1.11 0.98 0.54 -1.93
C 1.901 -1.854 0.270 -1.03 1.24 1.96 -1.33
C 2.045 1.619 -1.234 0.24 -2.20 -0.98 -1.16
C 0.548 1.027 -3.165 -0.02 -0.83 -1.71 -1.33
C -2.298 0.295 -0.450 -3.16 -3.42 -1.23 -1.45
C -1.230 -0.575 3.791 -1.51 1.25 -2.48 -0.79
C 0.572 -1.410 -0.374 -0.08 -4.58 -0.83 0.37
C 1.203 0.437 -1.894 2.36 1.64 -1.14 -0.16
N 0.358 -0.117 -0.894 -2.68 2.88 2.70 0.50
O -0.693 2.281 -0.550 0.83 1.62 -0.19 -0.59
P -0.718 0.834 -0.014 -0.03 -0.58 1.93 1.00
H -0.123 1.914 2.269 0.38 0.03 -1.31 0.51
H -1.646 1.341 2.314 -0.85 -0.11 -1.12 0.54
H 0.846 -0.196 3.208 -2.25 0.65 -0.19 0.30
H -1.491 -1.801 -0.119 -1.37 0.08 -0.62 0.59
H -0.651 -3.010 0.612 0.87 -1.62 -0.39 0.56
H -0.726 -1.640 1.457 -0.01 0.76 0.08 0.33
H 1.943 -2.891 0.084 0.26 -1.24 -0.13 0.45
H 1.920 -1.739 1.407 -0.11 0.12 -1.44 0.23
H 2.778 -1.401 -0.126 0.69 0.49 -0.44 0.39
H 1.273 2.206 -0.803 0.38 0.69 0.96 0.37
H 2.808 1.152 -0.606 -0.41 0.46 0.54 0.26
H 2.573 2.250 -1.926 0.13 0.05 -0.65 0.45
H 0.037 1.942 -2.955 -0.33 0.69 0.47 0.32
H -0.223 0.392 -3.667 0.67 0.07 0.53 0.34
H 1.264 1.341 -4.010 -0.57 -0.84 1.57 0.36
H -3.253 0.826 -0.599 1.01 1.13 -0.01 0.48
H -2.733 -0.496 0.208 0.80 0.60 -0.07 0.39
H -2.115 -0.312 -1.399 -0.39 1.00 0.91 0.45
H -2.345 -0.472 3.535 1.72 0.32 0.29 0.19
H -1.120 -1.340 4.494 0.92 -0.71 1.26 0.36
H 0.480 -2.065 -1.302 0.42 0.65 0.75 0.26
H 1.824 -0.448 -2.081 0.28 0.57 -0.73 0.51
H -1.419 2.808 -0.904 -0.19 -0.47 0.12 0.38
```
Positions in Å, forces in eV/Å.

Computed properties:
**SMILES string**: C=CC[P@@](C)(O)=[N+](C(C)C)C(C)C
**DFT total energy**: -865.843636 Ha
**Frontier orbital gap**: 10.21 eV
**Net charge**: +1


Record 2
The following is a DFT calculation (wB97M-V/def2-TZVPD) of a 2-piece molecular cluster, C10H24B3BrFN4O6P overall at a distorted geometry.

Structure (XYZ):
```
50
Properties=species:S:1:pos:R:3:forces:R:3:mulliken_charge:R:1
N 3.314 1.820 5.312 -0.86 -0.83 -1.33 -0.72
B 3.759 0.952 4.143 -0.28 0.61 -1.05 0.44
O 2.778 0.846 3.004 1.03 -3.98 2.70 -0.35
B 2.490 -0.632 2.980 1.52 1.48 -2.22 0.30
C 1.035 -1.250 3.457 -1.33 -1.06 0.95 -0.38
C 0.144 -1.871 2.225 2.11 1.72 -5.58 0.48
O 0.496 -1.540 0.971 -3.28 -2.89 8.67 -0.43
F -1.009 -2.774 2.561 3.62 2.89 -1.12 -0.25
O 3.656 -1.473 2.533 -0.71 2.48 4.48 -0.27
B 4.675 -1.206 3.608 0.00 0.62 -1.33 0.39
C 5.345 -2.569 4.290 -1.02 -0.87 0.20 -0.33
C 4.039 -3.543 4.669 -1.95 1.40 6.74 0.32
O 3.483 -3.461 5.885 3.51 -0.50 -8.02 -0.50
Br 3.212 -4.822 3.357 0.98 1.27 1.04 -0.11
O 5.026 0.184 4.064 -4.15 -2.23 -0.40 -0.33
H 2.564 1.237 5.793 1.27 0.95 -0.45 0.28
H 2.763 2.652 4.943 0.90 -1.48 0.45 0.30
H 0.384 -0.447 4.047 1.28 -1.67 -1.50 0.31
H 1.252 -2.108 4.256 -0.59 1.59 -1.74 0.29
H 6.005 -3.192 3.552 -1.12 1.36 1.41 0.35
H 5.867 -2.294 5.302 -0.96 -0.83 -2.00 0.24
O -1.493 2.289 -1.044 -0.45 -3.07 3.11 -0.84
P -1.959 1.064 -1.868 1.57 5.67 -5.66 0.87
N -0.530 1.053 -2.817 1.57 -0.38 -0.14 0.12
C -0.406 0.615 -4.202 -0.39 -0.38 0.00 -0.91
C 0.658 0.594 -2.081 -0.02 0.49 0.29 -1.16
N -3.152 2.017 -2.670 -1.74 0.60 -0.77 0.17
C -2.748 3.016 -3.655 0.33 -0.21 -0.07 -1.06
C -4.113 2.636 -1.745 0.16 -0.34 0.06 -1.18
N -2.496 -0.345 -2.815 -1.44 -1.69 2.39 0.10
C -3.712 -0.371 -3.629 -0.47 0.41 -0.20 -0.97
C -2.502 -1.531 -1.948 0.43 -0.61 -0.04 -1.05
H -0.330 -0.475 -4.288 0.02 -0.08 -0.08 0.32
H 0.492 1.047 -4.658 0.02 0.08 0.31 0.35
H -1.237 0.938 -4.830 -0.07 -0.06 0.24 0.25
H 0.650 -0.495 -1.972 0.20 -0.14 -0.07 0.36
H 0.698 1.030 -1.082 -0.16 0.03 -0.08 0.33
H 1.579 0.891 -2.591 -0.14 -0.04 -0.11 0.34
H -1.938 3.653 -3.291 0.09 0.11 -0.03 0.29
H -3.587 3.661 -3.937 -0.08 -0.17 0.31 0.40
H -2.439 2.542 -4.586 0.19 -0.02 0.01 0.24
H -3.699 3.532 -1.266 -0.03 -0.14 0.08 0.34
H -4.400 1.929 -0.959 0.05 0.08 0.02 0.37
H -5.030 2.918 -2.272 0.09 -0.07 -0.13 0.35
H -4.611 -0.181 -3.034 -0.04 0.00 -0.21 0.30
H -3.833 -1.347 -4.115 0.34 -0.17 0.39 0.38
H -3.661 0.348 -4.453 0.02 0.08 0.43 0.28
H -3.314 -1.477 -1.215 -0.01 -0.26 -0.05 0.32
H -1.558 -1.608 -1.400 0.02 0.11 0.07 0.33
H -2.606 -2.453 -2.530 -0.05 0.16 0.01 0.33
```
Positions in Å, forces in eV/Å.

Computed properties:
**SMILES string**: NB1OB(CC(=O)F)OB(CC(=O)Br)O1.CN(C)P(=O)(N(C)C)N(C)C
**DFT total energy**: -4155.700090 Ha
**Frontier orbital gap**: 6.97 eV


Record 3
The following is a DFT calculation (wB97M-V/def2-TZVPD) of C10H24BN2OPTm as an isolated structure at a distorted geometry.

Structure (XYZ):
```
40
Properties=species:S:1:pos:R:3:forces:R:3:lowdin_spin:R:1
Tm -1.050 0.157 0.110 0.75 -0.21 1.26 2.40
H -1.408 -0.351 4.097 0.00 -0.02 0.38 0.00
H -0.492 0.143 -1.760 0.91 0.40 -1.06 0.02
P -0.065 -2.337 -0.034 0.90 -1.61 0.44 0.05
C 0.882 -2.886 1.429 -0.02 0.24 0.20 0.02
H 1.113 -3.956 1.315 0.00 0.35 0.11 0.00
H 1.813 -2.308 1.500 -0.17 -0.19 0.07 0.00
H 0.288 -2.722 2.338 0.23 -0.15 -0.15 0.00
C -1.314 -3.659 -0.144 -0.40 0.13 -0.02 0.00
H -1.621 -3.810 -1.184 0.02 -0.03 0.17 0.00
H -0.861 -4.578 0.243 -0.18 0.10 -0.16 0.00
H -2.196 -3.405 0.452 0.12 -0.25 -0.04 0.00
C 1.075 -2.817 -1.366 -0.03 0.24 -0.20 0.01
H 1.972 -2.188 -1.341 -0.09 -0.22 -0.04 0.00
H 1.345 -3.874 -1.231 -0.04 0.33 -0.11 0.00
H 0.579 -2.673 -2.333 0.20 -0.13 0.07 0.00
C 0.651 0.336 -1.541 0.61 -0.49 -0.24 0.13
O 1.501 0.502 -2.372 -1.44 -0.17 1.15 0.17
H -3.327 0.350 -2.600 0.12 -0.10 0.20 0.00
H -2.886 -1.272 -2.451 -0.71 -0.01 0.15 0.00
H -3.168 -1.313 0.125 0.25 0.18 0.03 0.01
H -3.157 0.781 -0.051 -0.57 -0.22 -0.07 0.00
B -3.269 -0.333 -0.556 -1.16 -0.20 -1.85 0.03
N -3.176 -0.428 -1.962 0.52 0.10 1.05 0.04
H -1.404 -0.365 4.852 0.00 0.02 -0.42 0.00
H 0.863 0.385 -0.381 0.72 0.18 -1.00 0.02
N -0.961 2.394 -0.298 -1.38 0.90 0.10 0.04
C 0.253 3.125 0.072 -0.27 0.08 -0.43 0.01
C 0.746 2.892 1.349 0.48 -0.16 -0.30 0.00
C 2.023 3.376 1.652 -0.12 -0.03 0.33 0.00
C 2.736 4.116 0.712 -0.03 0.18 -0.37 0.00
C 2.175 4.414 -0.539 -0.43 -0.12 0.13 0.00
C 0.896 3.926 -0.867 0.55 -0.08 0.24 0.00
H -1.797 2.752 0.188 0.42 0.48 -0.29 0.00
H -1.190 2.396 -1.302 0.39 0.74 0.45 0.00
H 0.145 2.337 2.083 0.28 0.17 -0.12 0.00
H 2.456 3.173 2.634 -0.15 0.13 -0.32 0.00
H 3.734 4.495 0.950 -0.39 -0.19 -0.04 0.00
H 2.723 5.029 -1.259 -0.22 -0.24 0.30 0.00
H 0.417 4.152 -1.827 0.32 -0.15 0.36 0.00
```
Positions in Å, forces in eV/Å.

Computed properties:
**2S+1**: 4
**DFT total energy**: -2030.865580 Ha
**Frontier orbital gap (alpha / beta)**: 5.29 / 7.50 eV
**Net charge**: +2


Record 4
The following is a DFT calculation (wB97M-V/def2-TZVPD) of a 7-piece molecular cluster, C10H24Cl10N2O3 overall at a distorted geometry.

Structure (XYZ):
```
49
Properties=species:S:1:pos:R:3:forces:R:3:mulliken_charge:R:1
N -23.021 -9.271 25.970 0.13 -0.25 -0.05 -0.46
H -22.698 -10.224 26.052 -0.08 -0.59 -0.11 0.36
H -22.362 -8.704 26.484 0.04 0.61 0.19 0.36
H -23.964 -9.183 26.322 -0.50 0.14 0.42 0.35
H -23.058 -9.007 24.996 0.03 0.32 -0.87 0.36
N -25.887 -7.789 21.989 -2.66 -0.80 -0.66 0.98
O -24.935 -7.755 22.719 4.03 0.16 2.79 -0.66
O -26.840 -8.527 22.309 -0.72 -0.31 -0.24 -0.67
O -25.913 -7.102 20.983 -0.23 0.76 -1.43 -0.63
Cl -24.520 -10.038 30.345 0.24 0.43 0.22 -0.19
C -25.388 -11.454 30.954 -1.11 -0.96 -1.32 -0.47
C -25.953 -11.294 32.328 1.21 0.21 0.78 -0.39
Cl -27.031 -12.639 32.793 0.05 0.27 -0.36 -0.18
H -24.725 -12.310 30.832 -0.13 0.06 0.24 0.33
H -26.247 -11.577 30.294 0.21 -0.15 -0.29 0.31
H -26.454 -10.329 32.404 -0.12 -0.26 0.25 0.31
H -25.096 -11.367 32.998 -0.33 0.41 0.42 0.28
Cl -22.227 -10.924 19.716 -0.28 -0.42 -0.37 -0.18
C -21.146 -9.540 20.040 -1.50 -1.05 1.48 -0.30
C -20.040 -10.018 21.004 1.14 0.47 -0.97 -0.48
Cl -20.389 -11.179 22.345 -0.51 0.59 -0.35 -0.18
H -21.808 -8.853 20.568 0.21 0.28 -0.18 0.22
H -20.936 -9.166 19.037 0.95 0.12 0.51 0.30
H -19.591 -9.143 21.475 -0.02 -0.09 0.03 0.31
H -19.256 -10.540 20.455 -0.09 0.13 -0.07 0.31
Cl -18.743 -17.379 26.903 0.40 -1.16 -0.18 -0.20
C -19.320 -15.730 26.748 1.19 -0.25 0.64 -0.43
C -20.072 -15.434 28.019 -1.21 0.34 -0.47 -0.44
Cl -20.567 -13.750 27.768 -0.44 1.05 0.42 -0.20
H -19.811 -15.637 25.779 -0.49 0.15 0.52 0.34
H -18.426 -15.105 26.744 -0.11 0.07 -0.19 0.29
H -19.544 -15.505 28.970 0.48 -0.01 -0.49 0.33
H -20.999 -15.993 28.142 0.16 -0.18 -0.27 0.31
Cl -23.513 -4.607 27.960 1.13 0.10 -0.17 -0.17
C -25.083 -3.831 27.861 -0.27 -0.37 0.14 -0.49
C -26.110 -4.866 28.289 -0.08 0.82 -1.32 -0.43
Cl -26.210 -6.126 26.915 -0.20 0.85 1.41 -0.17
H -25.302 -3.488 26.850 0.24 -0.25 -0.05 0.34
H -25.074 -2.941 28.489 -0.06 -0.24 0.29 0.31
H -27.005 -4.243 28.307 -0.64 -0.87 0.05 0.28
H -25.898 -5.322 29.256 -0.05 -0.16 -0.36 0.34
Cl -17.545 -6.847 32.730 -0.26 0.47 0.32 -0.16
C -17.560 -5.866 31.269 1.07 -1.29 -2.42 -0.33
C -18.800 -5.979 30.439 -2.50 0.30 1.20 -0.55
Cl -19.407 -7.666 30.084 0.62 0.71 0.09 -0.19
H -16.855 -6.363 30.603 0.88 0.34 0.41 0.25
H -17.300 -4.811 31.360 -0.01 -0.19 0.57 0.33
H -18.856 -5.418 29.506 0.72 -0.17 0.05 0.35
H -19.568 -5.540 31.076 -0.55 -0.18 -0.25 0.29
```
Positions in Å, forces in eV/Å.

Computed properties:
**DFT total energy**: -5332.331402 Ha
**Frontier orbital gap**: 5.04 eV


In the order shown, the computed energy relative to the best compared isomer or geometry (same formula, charge and spin) values come out to 0.820; 3.471; 0.000; 2.838 eV.